1.
Below is a 2-piece molecular cluster, C4H11NO2S overall at a distorted geometry, with properties calculated with the ωB97M-V functional and the def2-TZVPD basis.

```
19
Properties=species:S:1:pos:R:3:forces:R:3
C -2.669497 -1.651125 -0.505760 -0.2 1.1 0.7
C 1.035001 -0.357682 1.654333 -0.5 0.2 1.0
C 1.908847 -0.310211 -0.636937 0.9 2.2 -1.4
C 0.707426 -0.077470 0.234173 0.3 2.0 -1.4
N -1.441943 2.166930 -0.789705 0.8 -1.2 -1.2
O -2.293899 -0.049668 1.432132 0.0 0.6 3.1
O -0.368470 -0.879993 -0.263423 -0.9 0.2 1.0
S -1.885336 -0.305997 0.106465 1.1 -0.8 -3.5
H -3.695717 -1.408696 -0.472716 -1.4 -0.3 0.3
H -2.335689 -1.944337 -1.442843 0.8 -0.8 -1.6
H 1.723253 0.422249 1.928743 0.6 0.2 0.4
H 0.132725 -0.155174 2.211453 -0.2 -0.2 0.6
H 1.464942 -1.342493 1.946843 -0.4 0.6 -0.7
H 2.483631 -1.185047 -0.495288 0.6 -1.0 1.1
H 2.621676 0.622858 -0.589648 -1.3 -1.8 -0.2
H 1.587451 -0.478968 -1.658859 -0.2 0.7 -0.4
H 0.388172 1.051763 0.022348 0.6 -2.3 0.9
H -1.587862 2.948137 -0.199410 -0.4 1.0 1.3
H -2.266136 2.145214 -1.380638 -0.3 -0.2 -0.2
```
Positions in Å, forces in eV/Å.

Properties
E, eV: -20740.9464
E_LUMO (alpha / beta), eV: -1.1617 / -0.8213

2.
Below is C16H23Ca2N4O13 as an isolated structure at a distorted geometry, with properties calculated with the ωB97M-V functional and the def2-TZVPD basis.

```
58
Properties=species:S:1:pos:R:3:forces:R:3
Ca 4.869338 0.110110 -0.486514 -0.8 -1.5 -0.4
Ca 3.082968 -1.605800 -3.520534 -0.2 -0.1 2.9
O 4.609408 -0.185400 -2.624584 -0.3 -0.4 -1.7
H 4.858188 -0.072810 -3.562654 0.8 0.8 1.0
N 4.366538 -3.193690 -0.687364 -3.0 -0.3 -1.0
O 4.384158 -4.218970 -0.140904 0.2 -3.2 1.2
O 3.447508 -2.903860 -1.508724 -1.6 0.1 -2.7
O 5.113258 -2.302540 -0.436124 4.2 4.7 1.5
N 1.653078 0.048600 -0.770464 0.4 0.7 2.4
O 2.610648 -0.150440 0.053536 0.1 1.2 2.2
O 0.609618 0.591490 -0.607614 -1.2 1.2 2.7
O 1.890528 -0.370860 -1.832484 1.4 -3.2 -8.0
C 0.361228 -3.111010 -0.170464 -0.7 -0.1 -0.5
C -0.789302 -3.867870 0.585466 1.3 1.0 -2.9
C -1.366662 -5.011300 -0.257254 0.1 0.2 -1.5
O -1.186932 -6.126990 0.544606 -1.4 -1.1 1.5
C -0.658082 -5.774000 1.746716 2.3 -3.4 0.6
O -0.363432 -6.579000 2.618726 -1.3 2.4 -1.8
O -0.169882 -4.537900 1.611906 -0.1 0.3 2.7
H 0.228048 -2.032510 -0.085554 0.3 0.0 0.1
H 0.396748 -3.373130 -1.227884 -0.8 0.2 -0.3
H 1.374148 -3.448060 0.049716 -0.2 0.1 1.1
H -1.579072 -3.181890 0.891716 0.2 0.0 0.4
H -0.834432 -5.266470 -1.173614 0.5 0.5 -0.1
H -2.378702 -4.855580 -0.630934 -0.4 -0.1 0.7
C -0.124802 2.627060 -3.613724 0.0 -0.7 -0.1
C -1.117572 1.510600 -3.237214 -1.0 1.3 0.7
C -2.529092 1.927760 -2.725454 0.9 1.4 2.0
O -3.250992 2.343650 -3.922234 0.8 -0.4 1.5
C -2.732442 1.594710 -4.895994 -1.1 -0.7 -2.0
O -3.235622 1.452000 -5.999594 1.8 0.2 2.6
O -1.615212 0.963490 -4.396114 -0.1 -1.8 -4.1
H -0.647522 3.442650 -4.113394 0.2 0.2 0.3
H 0.553788 2.200830 -4.352604 -0.1 -0.1 -0.3
H 0.557278 2.928660 -2.818794 -0.6 0.4 0.3
H -0.601682 0.721250 -2.690504 -0.4 0.1 0.3
H -2.468372 2.718810 -1.978024 -0.2 0.6 -0.5
H -3.036112 1.147710 -2.157524 -0.2 -0.5 -0.7
N 0.137578 0.199940 2.644216 0.4 0.3 0.7
C 0.248898 0.370120 4.015966 -1.6 -0.4 -0.1
C -1.056412 0.474920 4.496116 0.4 -0.1 0.6
C -1.994722 0.350930 3.438156 2.4 0.5 -1.4
C -1.176852 0.261220 2.291496 -1.7 -0.5 0.4
H 0.945548 0.009810 2.068776 -0.4 0.0 -0.3
H 1.179898 0.229650 4.545016 -0.1 0.2 -0.1
H -1.319132 0.631840 5.531856 0.1 -0.1 0.0
H -3.072172 0.424960 3.435006 0.2 0.0 0.1
H -1.532372 0.255050 1.271706 0.4 -0.1 -0.1
N -0.171872 3.272310 2.509936 0.8 -0.6 3.3
C -0.443092 4.071210 3.605526 -0.5 0.3 -0.1
C -1.121902 5.234280 3.150446 2.2 -2.1 -0.8
C -1.028442 5.132590 1.727656 -1.3 -1.6 -0.6
C -0.563682 3.812530 1.403596 -0.9 3.1 -1.8
H 0.309008 2.384810 2.475256 -0.3 0.1 0.8
H -0.102562 3.710780 4.564966 -0.3 0.2 0.1
H -1.552962 6.052460 3.708286 0.3 -0.2 0.1
H -1.537072 5.821100 1.069136 0.2 -0.1 -0.2
H -0.428212 3.140200 0.569326 -0.3 0.8 -0.8
```
Positions in Å, forces in eV/Å.

Properties
E, eV: -86408.3517
E_LUMO, eV: -5.4342
Net charge: +1

3.
Below is C5H8S as an isolated structure at a distorted geometry, with properties calculated with the ωB97M-V functional and the def2-TZVPD basis.

```
14
Properties=species:S:1:pos:R:3:forces:R:3
C 1.734294 0.463566 0.137445 0.0 -0.3 0.4
C -0.736292 0.189252 0.473952 0.0 0.3 0.4
C 1.124684 -0.242005 -1.032874 -0.1 0.0 0.0
C -0.351869 0.172254 -0.968159 0.1 -0.1 -0.4
C -1.918054 0.137555 1.039628 -4.2 -0.8 -2.9
S 0.765523 0.326798 1.502986 -0.5 -0.9 -0.1
H 2.796653 0.439014 0.306685 0.2 0.2 0.1
H 1.598431 0.085007 -1.959944 0.0 0.0 0.0
H 1.201577 -1.339209 -0.985529 0.0 0.0 0.0
H -1.002668 -0.496497 -1.534071 -0.1 0.0 0.1
H -0.462916 1.184586 -1.369834 0.0 -0.1 0.0
H -3.059743 -0.047585 0.250069 3.9 0.7 2.6
H -2.141629 0.166006 2.084594 0.1 0.0 0.4
H 0.452010 -1.038743 2.055053 0.5 0.9 -0.5
```
Positions in Å, forces in eV/Å.

Properties
E, eV: -16145.6241
E_LUMO, eV: 0.7071

> Look up the E of the first one.

-20740.9464 eV